This record from the Open Molecules 2025 dataset describes C6H8O2 in the gas phase. The level of theory is the ωB97M-V functional and the def2-TZVPD basis.

Computed properties:
* energy: -10441.9845 eV
* HOMO energy: -8.778 eV
* SMILES: O[C@H]1[C@H]2C=CCO[C@H]12
* relative energy (zero: lowest compared OMol25 entry of this formula, charge and spin): 4.742 eV
* frontier orbital gap: 0.3534 Ha
* F_max: 3.46 eV/Å
* E_LUMO: 0.84 eV

Geometry as XYZ:
```
16
Properties=species:S:1:pos:R:3:forces:R:3:lowdin_charge:R:1
C 1.622655 -0.099990 0.391235 2.0508 -0.0722 1.0521 -0.2665
H 0.076265 0.591723 1.568226 0.1968 -0.5884 1.0914 0.1349
H -0.737408 2.618665 0.116291 -0.4683 -0.5462 -0.5726 0.1026
C 0.394707 0.697400 0.562181 -1.7968 1.4741 -2.0536 -0.1309
C -1.841082 0.753131 -0.320933 1.1824 2.4711 1.1365 -0.0791
O 2.641752 0.166695 -0.553888 -0.4687 -0.8655 0.6065 0.0093
H -2.789925 -1.118890 0.346909 1.1025 0.7742 0.7065 0.1440
C -1.864330 -0.716772 -0.150780 -2.5977 -1.2031 -1.9394 -0.2333
H 0.437728 -0.781517 -1.218638 0.0355 1.1974 0.5389 0.1843
C 0.373222 -0.645311 -0.111800 -0.9472 0.0813 -1.9347 -0.2748
H -2.721154 1.332586 -0.568248 -0.4268 -0.6000 -0.1698 0.1054
O -0.721150 -1.351933 0.296184 0.0759 -2.4438 2.1278 -0.0594
H 1.963885 -0.399904 1.377067 0.4371 -0.0263 -0.0575 0.1517
H -2.159695 -1.156956 -1.131096 0.5839 0.2734 -0.3205 0.1259
H 3.112541 -0.684653 -0.626559 -0.0391 0.5884 -0.1928 0.1092
C -0.776347 1.525016 -0.003623 1.0796 -0.5144 -0.0186 -0.0234
```
Positions in Å, forces in eV/Å.

***

This record from the Open Molecules 2025 dataset describes 13 unconnected molecules or ions with the total composition C42H104N5O21. The level of theory is the ωB97M-V functional and the def2-TZVPD basis.

Computed properties:
* energy: -95675.7766 eV
* HOMO energy: -10.123 eV
* frontier orbital gap: 0.3206 Ha
* F_max: 3.48 eV/Å
* net charge: +1
* E_LUMO: -1.40 eV

Geometry as XYZ:
```
172
Properties=species:S:1:pos:R:3:forces:R:3:lowdin_charge:R:1
H -6.282627 0.468402 4.264720 0.0433 0.2530 -0.2283 0.1228
C -1.707967 4.399997 -1.764429 -0.6170 0.3456 -0.2833 -0.1336
H -5.295454 2.962196 -0.949699 -0.3092 -0.4609 0.0587 0.1280
C 5.342383 2.553044 4.370877 -0.0362 -0.6212 1.2366 -0.0386
C -4.216344 0.535463 3.672815 0.5788 0.8026 0.1891 -0.1960
C 2.224388 4.665613 1.590245 -0.2496 -0.8805 -0.1637 -0.1995
H 1.045183 -0.619466 -5.542119 0.2964 0.2986 -0.5623 0.1015
H -3.919735 -8.144337 0.051008 -0.3460 -0.3484 -0.1899 0.0770
H 3.056832 4.879345 -0.385780 0.5885 -0.3892 0.2265 0.0934
O -4.137530 3.929193 4.505158 0.0100 1.1651 0.0778 -0.1816
H 8.964421 -0.719119 0.397268 -0.1561 -0.7890 0.3825 0.0996
H -2.527992 -0.832054 -4.668336 -0.7153 -0.0567 0.5386 0.0797
H 7.011405 3.222953 -0.224496 0.2263 -0.0639 -0.0795 0.0800
H 2.451412 -0.460964 -10.198230 0.3560 -0.4012 -0.1375 0.1221
H -4.958937 5.331742 3.153966 -0.3690 -0.8513 -0.0535 0.1177
H 4.652834 2.498571 5.219768 -0.2552 0.3137 -0.2291 0.1031
C 1.021136 -3.186497 -3.283845 1.0403 1.4951 0.1668 -0.0999
H -2.953217 2.824539 2.019406 -0.6309 -0.2829 -0.1041 0.0776
H 0.596069 4.053784 -3.452822 -0.0779 -0.0636 0.2745 0.0394
C 1.265388 0.485779 0.852083 -2.1583 0.6421 2.2217 -0.0196
C -4.846067 4.375081 5.645885 -0.0240 -1.0651 1.4310 -0.1145
H 2.189357 -2.023059 -5.629164 0.0968 0.4349 0.4180 0.1149
H -3.045039 5.703005 1.885076 0.2210 0.1462 0.0946 0.1146
H 0.091652 -2.970899 0.515850 0.3675 -0.1564 -0.3867 0.0630
C -1.716196 -0.283809 1.091694 0.4526 -0.9405 -0.6875 -0.0450
H -5.910987 4.519584 5.464661 -0.0477 0.0960 -0.2376 0.0953
O -4.754489 1.374260 0.332579 0.1168 0.3755 0.1960 -0.1905
H 7.304678 -0.198578 0.892713 0.2462 -0.0256 0.1806 0.0858
O 3.446765 4.541342 2.313270 0.6255 0.8177 0.3094 0.0308
H -6.652900 0.735851 -0.467195 0.2334 1.0396 0.2662 0.0933
H -0.411514 1.192453 4.561268 -0.1773 0.2084 -0.0778 0.1127
O -1.745594 -0.173253 -2.796061 -0.5810 -0.1623 0.5541 -0.1418
H -0.897323 -2.117264 -5.593012 0.2983 0.0918 -0.9226 0.1094
H -5.369326 3.623272 1.592494 -0.0709 -0.6633 -0.0666 0.1202
O -1.202777 2.074300 6.196145 -0.2268 0.3933 -0.2616 -0.1949
H 4.966348 -5.806716 -0.567537 -0.0958 0.1009 0.3953 0.0840
C 1.880718 -1.193247 -9.606886 0.0055 0.7420 -0.9513 -0.2439
H -3.584226 2.726968 -0.737353 0.0979 -0.3111 0.0288 0.0853
H -5.652689 -1.770364 3.782877 0.3441 -0.2680 -0.0306 0.0678
H 0.109126 1.254280 -2.011713 0.1036 -0.1528 -0.1147 0.1366
H 0.698449 1.555716 -4.717776 0.0913 -0.0502 0.1442 0.0406
C -1.448621 1.877575 7.569787 0.1572 -1.3546 -0.0339 -0.1093
C 0.702296 0.956333 -1.161242 -0.6082 0.5170 -0.8852 -0.0150
H -2.630255 4.098992 -2.274097 -0.0525 0.0885 0.1694 0.0817
C 0.865966 2.626922 -4.761504 0.0289 2.1008 0.0148 -0.1264
H 1.106658 0.349282 1.909526 0.3554 -0.2086 -0.0029 0.1309
H 4.156141 -2.014235 -10.361117 -0.3313 0.2557 -0.1011 0.0890
H -4.443428 -4.045448 2.291333 0.2013 -0.1154 0.0927 0.1012
H -5.226433 -2.811606 5.198517 0.4145 0.2730 0.1787 0.0906
H 3.969053 -3.690805 0.637946 0.7113 0.1173 0.3728 0.1154
O -0.878202 5.120263 -2.666086 0.5588 -0.2784 -0.2399 -0.1282
C -1.195197 1.024528 0.473769 -1.5414 -1.1505 1.0075 -0.1497
H -0.205586 0.329395 6.040185 -0.3906 -0.5956 -0.0023 0.1173
O 6.830542 2.278249 -0.229757 -0.3163 0.4463 0.6042 -0.1158
H 4.327350 -1.051213 4.124683 -0.1476 -0.5392 0.1619 0.0835
H -2.006034 4.688456 2.913898 0.0758 -0.0302 -0.1117 0.1186
O -2.844279 -6.027376 1.635689 -0.2668 -0.1789 0.5459 0.1337
H 3.412251 1.874878 -2.277360 -0.1068 0.0522 -0.4180 0.0832
C 7.911593 -0.687527 0.131429 -0.2795 1.4169 -0.3659 -0.0399
H 1.684305 2.933480 -5.417033 0.2337 -0.7039 -0.1031 0.0825
H -1.142345 2.750956 8.135728 -0.2259 0.1599 -0.0840 0.0879
H 0.166992 -3.531450 -5.663240 0.1579 0.0337 -0.0631 0.1282
H -6.764589 -1.925599 5.102152 -0.0364 -0.5442 -0.1068 0.0917
H 1.497216 -3.171753 1.616122 -0.1906 0.2335 0.2333 0.0525
C -3.555263 -7.980121 -0.963673 0.2762 0.1521 0.6499 -0.0571
H -5.642881 -0.424613 0.174072 0.6032 -0.0514 -0.1592 0.0839
H -3.847041 5.970381 4.143502 1.0227 -0.2475 0.2721 0.1213
C 2.955836 0.888397 -2.330767 -0.6610 0.8001 0.7882 0.0434
H 4.189490 -0.611286 2.494378 0.0811 -0.3344 -0.2269 0.0606
H -1.861965 1.338681 -0.324568 0.5239 -0.0683 -0.4696 0.1038
H -0.211336 -3.778414 1.990307 0.3557 0.5033 0.5429 0.0800
C -3.626981 -3.415328 1.916626 -1.0127 -1.2043 0.9947 -0.0625
C 6.059057 -2.051373 -0.376691 0.7539 1.2173 0.2087 -0.6116
O -5.248385 -0.712443 5.523677 1.3317 0.0053 0.7810 -0.2030
C -5.289551 0.476470 4.742198 -1.2107 -1.0992 -0.7395 -0.1935
N 0.163075 0.770629 0.058499 2.8761 0.6925 -1.8344 -0.0013
H -1.747631 -0.666224 4.409049 -0.5899 -0.5477 0.2167 0.1122
N 1.119984 -1.780158 -7.414089 0.8918 1.2253 0.2538 -0.0517
H -2.472575 1.551627 7.782061 -0.2331 0.5602 -0.0634 0.0851
H 3.336166 0.194622 0.461483 0.2055 0.5059 -0.2347 0.1076
H -4.534454 1.236267 2.895899 -0.1465 -0.1541 -0.0529 0.0988
H 3.673774 -3.638816 -10.752086 -0.1367 -0.2236 0.2090 0.0891
H -4.730966 3.622715 6.431677 -0.2616 -0.4430 -0.3533 0.0837
H -1.937306 5.044331 -0.912443 -0.0969 -0.3861 0.1812 0.0819
O 2.561961 -1.596258 3.123249 -0.0351 -0.6307 0.5125 -0.1314
H 0.854010 -1.035525 -9.936937 -0.1786 0.0579 0.5389 0.1273
O 0.072016 -2.348087 -3.934324 0.4194 -1.1550 -0.3562 -0.2334
H 2.311875 0.801890 -3.197958 0.3565 -0.1022 -0.2494 0.0783
H -3.184618 -8.910154 -1.395769 0.0329 -0.1223 0.2530 0.0799
H -2.724233 -0.234999 5.910370 -0.2832 -0.2927 -0.2606 0.1182
C -0.953307 0.885195 5.460475 0.7816 0.5420 0.3182 -0.2291
N -3.226787 3.681953 1.552253 0.4802 0.4926 0.7268 -0.0535
C 3.524884 -2.844177 -10.024390 0.3818 0.0901 0.0279 -0.1116
C 2.404271 4.203725 0.170372 -1.1034 0.7559 -0.8432 -0.0564
H 5.035056 2.932388 0.687963 -0.1502 0.1634 -0.4828 0.0724
H -1.385970 5.828385 -3.068720 -0.0461 0.0358 0.0458 0.0931
C -5.692349 -1.887423 4.870005 -1.5664 1.1193 -0.2752 -0.0978
H -1.229045 3.474910 -1.448594 0.3696 0.2387 0.0350 0.0616
H 5.291736 1.184982 0.549304 0.0673 0.1437 0.1310 0.0503
C -4.543496 2.650254 -0.217340 -0.4495 1.2738 0.1273 -0.2103
C 4.377262 -3.711086 -0.373902 -0.9870 0.0191 -0.8130 -0.1963
C 2.087611 -0.898702 -8.151211 -1.0902 -1.1077 1.3580 -0.1943
H -4.448753 5.232399 6.199613 0.2955 0.4832 -0.8779 0.0930
H 5.358867 1.535004 3.981724 0.2287 0.2160 -0.5002 0.0833
O 7.372723 -1.971355 -0.144929 0.1329 -0.3813 -0.1514 0.0238
C 3.963608 -1.447201 3.167464 0.6492 1.4691 -0.4070 -0.1525
O 2.145021 -2.536223 -9.962188 0.5709 0.3215 -0.0534 -0.1789
H -4.375426 -7.665946 -1.605989 0.1783 0.4833 -0.0043 0.0794
H 3.753479 -2.991147 -0.906205 0.0692 -0.0227 -0.2441 0.1133
H 3.094009 -1.132332 -7.778494 0.2365 0.1341 -0.4287 0.1136
C 3.775551 3.376136 2.884796 -0.9056 1.2120 -0.9015 -0.6217
C 5.420120 2.144757 0.042846 1.1403 -1.1785 -0.4926 -0.1165
C -4.523600 3.698291 0.896320 0.3074 0.0013 0.3616 -0.1967
H -5.271584 0.321851 -1.417136 0.4714 -0.0021 0.1638 0.0908
N 2.039149 0.818871 -1.165595 -1.0517 -0.2629 0.5951 -0.0288
H 0.951347 -2.890296 -2.237343 -0.1744 -0.7755 0.2040 0.0807
H -1.323468 0.346976 -4.685226 -0.3460 0.5064 -0.2741 0.0593
H 6.292581 2.837228 4.813033 0.1754 0.0166 -0.4478 0.0992
N -2.913091 1.017739 4.137178 -0.6523 -0.3993 -0.6601 -0.0428
H 0.011621 3.154715 -5.193186 -0.3414 -0.5967 -0.1172 0.0869
O 5.743490 -3.302105 -0.472646 -0.1384 -1.9493 0.3341 0.0710
O 3.071101 2.404023 2.843142 0.3803 -0.6759 0.4951 0.1235
C 0.110419 -2.476174 -5.382398 -0.6728 0.4281 1.6901 -0.1867
H -1.822898 -6.950187 -1.745377 0.2576 -0.2898 0.1045 0.1209
H 1.013376 -4.256414 -3.496574 -0.8572 -0.0408 0.1592 0.0953
H 2.628525 3.149357 0.041895 0.2534 0.0803 0.1085 0.0470
O 1.108095 3.233302 -3.477590 -0.0336 -0.7773 -0.0629 -0.1558
C -4.004692 5.021375 3.615734 -0.7699 0.5788 -0.8876 -0.2399
C -2.362142 -7.042480 -0.804650 -0.1934 0.1042 -0.9973 -0.1992
O -2.699429 -5.660276 -0.571377 -0.4004 0.2339 -0.0223 0.0380
H -4.068045 -0.438455 3.201266 -0.1376 -0.0593 0.0097 0.0915
H 3.758099 0.158717 -2.263090 -0.3410 -0.3643 0.0974 0.0922
C 1.225765 -1.611912 -5.952994 -0.7222 -1.5958 -0.5693 -0.2050
O 4.970555 3.554644 3.437403 -0.1733 -0.5283 0.1710 0.0206
H 1.488074 -2.710806 -7.589982 -0.4430 -0.1574 -0.1716 0.1047
H 3.925201 -3.122432 -9.044760 -0.0687 -0.2778 -0.0007 0.0810
C -2.196721 0.122434 5.022548 1.3730 1.1146 0.1615 -0.1959
C -3.004163 4.787754 2.484567 -0.0434 0.1545 0.1398 -0.1917
H 1.885912 0.131013 -7.854503 -0.1174 0.1145 -0.4151 0.1167
H 3.211530 -5.471098 -0.652868 0.0303 -0.0392 0.1837 0.0650
C -2.911039 -5.302808 0.683570 0.4573 0.1266 0.1820 -0.6179
H -3.029517 1.964094 4.476912 0.1982 -0.0316 0.4667 0.0802
H 1.150380 -5.518487 1.343528 -0.0673 0.1676 0.2401 0.0788
O 5.301403 -1.116000 -0.481704 -0.2828 0.4172 0.1253 0.0954
H 4.989434 1.989845 -0.951677 -0.7216 0.6254 0.4245 0.0667
C -2.219206 0.056778 -4.114509 1.7943 -0.0152 -0.5754 -0.1342
H 1.449498 4.098645 2.110873 0.0307 -0.0469 -0.0588 0.1214
H 1.456818 4.419205 -0.345261 -0.1256 -0.4023 0.1005 0.0796
H -2.870567 -3.406173 2.702388 0.0448 0.4326 -0.1164 0.0977
H -1.530393 -1.140394 0.430921 0.3158 0.2855 -0.3481 0.0727
O 0.822114 -4.906906 0.681350 0.1471 0.2142 -0.9216 -0.1305
H -4.666684 4.718766 0.521819 0.2690 -0.1147 -0.5185 0.1224
H -1.111240 -0.511124 1.969614 -0.5451 0.0606 0.4111 0.0686
C -5.574900 0.516708 -0.381534 -1.2200 -1.4533 -0.4997 -0.1233
H -1.242666 1.799211 1.237257 0.4162 0.1414 -0.0944 0.1143
H 1.910406 5.707064 1.554320 0.4341 0.1162 0.4680 0.1284
H -1.354118 -1.053998 -2.760236 0.0919 -0.0532 -0.2220 0.0603
H 2.041294 -2.881650 -3.559824 0.0137 0.0724 -0.1446 0.0737
H 2.364770 -2.246560 3.809700 -0.3733 0.1364 -0.1533 0.0873
H 7.907828 -0.006498 -0.723434 -0.4431 -0.3212 -0.2153 0.0901
H -0.869132 1.009293 7.917392 0.3086 0.2349 0.1195 0.0839
H -2.938059 0.869736 -4.106680 -0.1755 -0.1890 -0.0310 0.0826
H -5.295797 1.359447 5.379307 0.3737 -0.1847 0.2903 0.1162
H -1.728637 -7.410328 -0.001823 0.1487 0.1207 -0.0611 0.1214
O -3.130592 -3.981822 0.725999 0.0091 0.4300 -1.0962 -0.0117
C 2.382409 0.594311 0.151393 1.3720 -1.6082 -0.5187 -0.0485
H 4.527754 -2.329292 2.849186 -0.1398 -0.0114 0.1344 0.0823
C 0.576571 -3.617305 1.247240 -0.6867 -0.9940 0.2018 -0.1311
H -4.132248 -2.472256 1.723796 0.7055 0.2734 -0.3198 0.0724
H -2.790251 -0.394599 1.215797 0.0104 0.8309 0.5936 0.0585
C 4.204187 -5.114344 -0.926419 0.1390 -0.2368 -0.3477 -0.0525
H 4.259039 -5.214328 -2.012352 0.0649 0.5203 -0.0513 0.0780
```
Positions in Å, forces in eV/Å.

***

This record from the Open Molecules 2025 dataset describes CClN5O2 in the gas phase. The level of theory is the ωB97M-V functional and the def2-TZVPD basis.

Computed properties:
* energy: -25094.6121 eV
* HOMO energy (spin up / spin down): -9.511 / -9.511 eV
* SMILES: O=[N+]([O-])N=C=N/N=N/Cl
* relative energy (zero: lowest compared OMol25 entry of this formula, charge and spin): 3.575 eV
* frontier orbital gap (spin up / spin down): 0.2718 / 0.2719 Ha
* F_max: 7.82 eV/Å
* E_LUMO (spin up / spin down): -2.11 / -2.11 eV

Geometry as XYZ:
```
9
Properties=species:S:1:pos:R:3:forces:R:3:lowdin_charge:R:1
N -1.001488 -1.459422 -0.060455 1.5924 -7.1079 2.8350 -0.1165
C -0.854329 0.884023 -0.250024 2.5697 -0.8042 1.1669 -0.1395
N 1.303303 1.810908 0.419315 -0.5028 -2.5751 -0.0984 -0.3635
O 1.882561 2.810853 0.741895 -1.5834 -0.8298 -0.5390 0.1176
N -0.154158 1.841604 0.006907 0.9942 4.9421 -0.3715 0.1429
Cl -0.735666 -3.843478 -0.108539 0.6189 -1.8847 1.1626 0.6522
N -1.045573 -0.276491 -0.238127 -2.0545 3.2079 -2.3929 0.1112
N -1.150770 -2.443035 -0.806642 -1.5825 3.6435 -2.0421 -0.4659
O 1.756119 0.675039 0.295671 -0.0520 1.4082 0.2794 0.0615
```
Positions in Å, forces in eV/Å.

***

This record from the Open Molecules 2025 dataset describes C4H3NO in the gas phase. The level of theory is the ωB97M-V functional and the def2-TZVPD basis.

Computed properties:
* energy: -7731.8455 eV
* HOMO energy: -10.917 eV
* SMILES: C=CC(=O)C#N
* relative energy (zero: lowest compared OMol25 entry of this formula, charge and spin): 0.899 eV
* frontier orbital gap: 0.3437 Ha
* F_max: 4.88 eV/Å
* E_LUMO: -1.57 eV

Geometry as XYZ:
```
9
Properties=species:S:1:pos:R:3:forces:R:3:lowdin_charge:R:1
C -1.608011 -0.285456 -0.179965 2.4257 -0.1533 2.0739 0.1162
C -0.263383 -0.333970 0.247422 -4.1616 -2.0798 -1.4694 -0.0997
O 0.307918 1.902560 -0.001783 2.2718 -2.9841 0.7585 0.0779
H -2.168517 0.607608 -0.426274 0.5651 0.2976 -0.1786 0.0668
C 2.062873 0.185476 0.015302 0.7279 0.5693 0.1303 -0.1199
H 0.153025 -1.324816 0.391723 -0.1603 -0.0663 0.3796 0.0985
C 0.696229 0.714712 0.162238 -1.9994 4.0014 -1.5102 -0.3962
N 3.091716 -0.307394 -0.144699 -0.5057 0.2295 0.1055 0.1862
H -2.271852 -1.158723 -0.063967 0.8366 0.1856 -0.2897 0.0703
```
Positions in Å, forces in eV/Å.